Entry 1:
Entry from the Open Molecules 2025 dataset: 9 unconnected molecules or ions with the total composition C43H47Br2N8P (wB97M-V/def2-TZVPD).

Results
Molecular weight   866.7 g/mol
Structure (SMILES)   C/C(Br)=C(/[PH4])Br.c1ccncc1.c1ccncc1.c1ccncc1.c1ccncc1.c1ccncc1.c1ccncc1.c1ccncc1.c1ccncc1
HOMO   -8.65 eV
Energy   -7594.015359 Ha
Spin multiplicity   1

Geometry (Å):
C: 3.980 2.039 -1.726
C: 2.565 1.562 -1.592
Br: 2.343 -0.256 -2.179
C: 1.478 2.147 -1.126
P: -0.342 1.374 -0.994
Br: 1.612 3.909 -0.421
H: 4.676 1.312 -1.295
H: 4.103 2.995 -1.206
H: 4.242 2.177 -2.782
H: -0.259 1.036 -2.356
H: -0.826 2.657 -0.681
H: 0.118 0.528 0.032
H: -1.685 0.804 -0.911
C: 3.001 -4.955 -3.352
C: 2.640 -6.124 -4.004
C: 1.475 -6.127 -4.757
N: 0.680 -5.067 -4.890
C: 1.040 -3.949 -4.262
C: 2.185 -3.843 -3.485
H: 3.902 -4.911 -2.753
H: 3.249 -7.015 -3.935
H: 1.162 -7.022 -5.283
H: 0.376 -3.100 -4.382
H: 2.424 -2.912 -2.989
C: -0.222 4.606 4.438
C: -1.293 3.972 5.049
C: -1.820 2.836 4.455
N: -1.358 2.321 3.317
C: -0.339 2.950 2.732
C: 0.266 4.086 3.249
H: 0.215 5.496 4.872
H: -1.716 4.353 5.969
H: -2.661 2.320 4.905
H: 0.011 2.521 1.801
H: 1.091 4.547 2.726
C: -1.531 -2.847 3.334
C: -0.374 -3.224 2.672
C: 0.210 -2.317 1.801
N: -0.285 -1.106 1.562
C: -1.400 -0.751 2.203
C: -2.055 -1.587 3.095
H: -2.021 -3.528 4.018
H: 0.067 -4.200 2.820
H: 1.116 -2.574 1.261
H: -1.777 0.245 2.002
H: -2.960 -1.253 3.585
C: 0.848 -1.415 7.045
C: 2.216 -1.579 7.200
C: 3.042 -1.269 6.130
N: 2.595 -0.822 4.958
C: 1.278 -0.670 4.823
C: 0.368 -0.951 5.832
H: 0.169 -1.647 7.857
H: 2.638 -1.940 8.128
H: 4.117 -1.384 6.216
H: 0.938 -0.306 3.860
H: -0.690 -0.809 5.663
C: -1.650 7.168 -0.434
C: -0.600 6.919 -1.305
C: -0.217 7.923 -2.182
N: -0.802 9.118 -2.237
C: -1.808 9.342 -1.393
C: -2.267 8.407 -0.477
H: -1.991 6.418 0.269
H: -0.090 5.966 -1.294
H: 0.602 7.763 -2.876
H: -2.269 10.322 -1.456
H: -3.086 8.638 0.190
C: -5.612 5.973 4.240
C: -4.233 5.893 4.342
C: -3.469 6.184 3.221
N: -3.993 6.535 2.048
C: -5.320 6.603 1.962
C: -6.170 6.334 3.024
H: -6.242 5.755 5.093
H: -3.756 5.611 5.270
H: -2.387 6.130 3.259
H: -5.721 6.885 0.995
H: -7.241 6.406 2.897
C: -1.851 -5.983 -1.571
C: -1.336 -4.783 -1.110
C: -2.136 -3.984 -0.306
N: -3.377 -4.307 0.052
C: -3.857 -5.465 -0.395
C: -3.140 -6.334 -1.205
H: -1.260 -6.628 -2.209
H: -0.336 -4.464 -1.372
H: -1.768 -3.034 0.065
H: -4.871 -5.708 -0.093
H: -3.587 -7.260 -1.542
C: 5.346 -5.348 -7.938
C: 4.265 -5.894 -7.265
C: 3.687 -7.047 -7.775
N: 4.112 -7.663 -8.875
C: 5.151 -7.127 -9.511
C: 5.801 -5.977 -9.086
H: 5.826 -4.448 -7.574
H: 3.873 -5.438 -6.367
H: 2.837 -7.501 -7.276
H: 5.480 -7.644 -10.406
H: 6.641 -5.588 -9.644

---

Entry 2:
Entry from the Open Molecules 2025 dataset: a molecular structure, C43H47N4PSSiTa at a distorted geometry (wB97M-V/def2-TZVPD).

Results
Molecular weight   892.0 g/mol
HOMO   -15.56 eV
Total charge   +3
Energy   -2971.021215 Ha
Spin multiplicity   1

Geometry (Å):
Ta: 0.027 0.257 0.222
C: 0.133 -0.517 2.348
Si: -0.196 -2.428 2.285
C: -1.399 -2.645 0.780
N: -0.992 -1.986 -0.473
C: -2.122 -1.836 -1.433
C: -2.145 -2.928 -2.521
C: -1.618 -4.267 -2.010
C: -0.176 -4.119 -1.500
C: 0.137 -2.657 -1.149
C: 1.425 -3.295 1.876
C: 2.591 -2.601 1.532
C: 3.777 -3.270 1.286
C: 3.824 -4.654 1.379
C: 2.673 -5.363 1.689
C: 1.487 -4.691 1.934
C: -1.130 -2.882 3.845
C: -2.378 -2.312 4.123
C: -3.039 -2.604 5.300
C: -2.464 -3.462 6.228
C: -1.234 -4.042 5.960
C: -0.567 -3.750 4.783
H: 1.108 -0.375 2.818
H: -0.597 -0.059 3.018
H: -2.361 -2.227 1.079
H: -1.572 -3.710 0.615
H: -2.047 -0.859 -1.922
H: -3.053 -1.846 -0.866
H: -1.550 -2.605 -3.377
H: -3.174 -3.038 -2.862
H: -1.654 -4.994 -2.819
H: -2.274 -4.645 -1.224
H: 0.540 -4.426 -2.262
H: 0.001 -4.756 -0.633
H: 0.341 -2.102 -2.071
H: 1.029 -2.627 -0.516
H: 2.584 -1.513 1.464
H: 4.671 -2.717 1.033
H: 4.757 -5.173 1.219
H: 2.702 -6.441 1.747
H: 0.598 -5.257 2.185
H: -2.835 -1.632 3.413
H: -3.999 -2.155 5.504
H: -2.971 -3.669 7.158
H: -0.786 -4.713 6.676
H: 0.397 -4.200 4.586
C: 3.707 5.673 -1.845
C: 3.240 4.492 -1.093
C: 3.524 4.242 0.232
C: 2.988 3.108 0.858
N: 2.203 2.256 0.183
C: 1.982 2.471 -1.115
S: 1.078 1.348 -2.004
N: 2.474 3.573 -1.736
C: 3.275 2.822 2.283
H: 3.931 6.502 -1.178
H: 2.982 5.996 -2.591
H: 4.635 5.433 -2.372
H: 4.143 4.928 0.789
H: 2.265 3.702 -2.723
H: 3.196 3.728 2.882
H: 4.308 2.481 2.386
H: 2.614 2.058 2.682
N: -1.530 1.226 0.151
P: -2.506 2.426 0.685
C: -2.707 3.736 -0.526
C: -2.880 3.420 -1.872
C: -3.184 4.429 -2.771
C: -3.317 5.739 -2.330
C: -3.143 6.050 -0.988
C: -2.840 5.050 -0.078
C: -1.642 3.056 2.138
C: -0.464 3.770 1.918
C: 0.258 4.238 3.001
C: -0.159 3.946 4.294
C: -1.333 3.240 4.507
C: -2.089 2.803 3.429
C: -4.095 1.747 1.149
C: -5.221 2.564 1.171
C: -6.432 2.033 1.582
C: -6.513 0.699 1.952
C: -5.386 -0.114 1.921
C: -4.169 0.408 1.525
H: -2.789 2.393 -2.203
H: -3.338 4.194 -3.815
H: -3.564 6.524 -3.031
H: -3.259 7.067 -0.642
H: -2.717 5.284 0.971
H: -0.161 3.987 0.900
H: 1.128 4.858 2.843
H: 0.430 4.274 5.138
H: -1.672 3.055 5.516
H: -3.027 2.287 3.591
H: -5.151 3.600 0.872
H: -7.307 2.664 1.603
H: -7.466 0.296 2.262
H: -5.468 -1.152 2.211
H: -3.263 -0.189 1.503

---

Entry 3:
Entry from the Open Molecules 2025 dataset: a molecular structure, C43H48AsCl2InOP2Si2 (wB97M-V/def2-TZVPD).

Results
Molecular weight   959.6 g/mol
HOMO   -13.33 eV
Total charge   +2
Energy   -6350.188810 Ha
Spin multiplicity   1

Geometry (Å):
In: 0.535 0.173 -0.253
O: -1.267 -1.757 1.453
C: -1.904 -1.465 2.647
C: -2.831 -2.277 3.280
C: -3.334 -1.888 4.513
C: -2.937 -0.699 5.106
C: -2.061 0.138 4.437
C: -1.556 -0.231 3.195
P: -0.396 0.833 2.278
C: -0.987 2.521 2.568
C: -2.348 2.791 2.702
C: -2.781 4.098 2.858
C: -1.864 5.141 2.865
C: -0.511 4.879 2.694
C: -0.072 3.575 2.532
C: 1.125 0.615 3.262
C: 1.438 1.370 4.389
C: 2.579 1.077 5.120
C: 3.411 0.034 4.738
C: 3.100 -0.728 3.620
C: 1.961 -0.436 2.890
C: -1.434 -2.966 0.808
C: -1.294 -4.198 1.425
C: -1.481 -5.348 0.673
C: -1.792 -5.268 -0.678
C: -1.857 -4.034 -1.304
C: -1.668 -2.871 -0.562
P: -1.580 -1.215 -1.320
C: -0.955 -1.611 -2.986
C: -1.773 -1.750 -4.104
C: -1.221 -2.136 -5.318
C: 0.138 -2.384 -5.425
C: 0.959 -2.249 -4.313
C: 0.412 -1.862 -3.102
C: -3.282 -0.645 -1.539
C: -4.319 -1.201 -0.795
C: -5.622 -0.781 -1.011
C: -5.895 0.192 -1.963
C: -4.857 0.765 -2.687
C: -3.552 0.363 -2.467
H: -3.167 -3.202 2.836
H: -4.043 -2.531 5.018
H: -3.316 -0.422 6.080
H: -1.783 1.091 4.869
H: -3.071 1.985 2.700
H: -3.836 4.306 2.975
H: -2.205 6.158 3.005
H: 0.201 5.694 2.700
H: 0.984 3.371 2.393
H: 0.795 2.186 4.695
H: 2.821 1.663 5.996
H: 4.296 -0.197 5.315
H: 3.744 -1.549 3.328
H: 1.691 -1.065 2.046
H: -1.042 -4.262 2.475
H: -1.377 -6.314 1.149
H: -1.965 -6.169 -1.249
H: -2.048 -3.972 -2.367
H: -2.836 -1.570 -4.030
H: -1.861 -2.248 -6.184
H: 0.560 -2.689 -6.374
H: 2.019 -2.449 -4.399
H: 1.055 -1.787 -2.227
H: -4.117 -1.975 -0.065
H: -6.432 -1.221 -0.444
H: -6.916 0.501 -2.143
H: -5.074 1.527 -3.424
H: -2.747 0.808 -3.040
Cl: -3.958 3.328 -0.442
C: -2.308 3.714 -0.918
Cl: -1.264 2.263 -0.841
H: -1.899 4.448 -0.232
H: -2.305 4.065 -1.943
C: 2.581 1.261 -3.960
Si: 3.051 2.302 -2.462
C: 1.827 3.730 -2.288
C: 4.822 2.938 -2.460
As: 2.983 1.171 -0.319
Si: 4.257 -0.860 -0.656
C: 3.218 -2.356 -0.118
C: 5.734 -0.567 0.475
C: 4.843 -1.108 -2.427
H: 2.531 1.896 -4.847
H: 1.602 0.795 -3.822
H: 3.312 0.479 -4.162
H: 2.027 4.511 -3.024
H: 1.892 4.183 -1.296
H: 0.805 3.384 -2.445
H: 4.977 3.648 -3.274
H: 5.549 2.132 -2.579
H: 5.040 3.450 -1.521
H: 2.497 -2.114 0.666
H: 3.859 -3.151 0.268
H: 2.675 -2.765 -0.973
H: 5.447 -0.114 1.425
H: 6.446 0.106 -0.010
H: 6.258 -1.501 0.687
H: 4.027 -1.309 -3.122
H: 5.529 -1.958 -2.467
H: 5.390 -0.233 -2.782